Here is a molecular structure, C24H17CoN5OS3 from OMol25. Energies are from wB97M-V/def2-TZVPD.

HOMO = -4.282 eV
gap between HOMO and LUMO = 6.256 eV
ΔE to the lowest compared entry with this formula, charge and spin = 27.4 kcal per mole
charge = -1
spin multiplicity = 1

Element x y z (Å)
Co 0.65446 1.04108 0.00417
C -0.57735 0.76056 -4.05776
C -0.05460 1.17795 -2.72352
N 0.18147 0.37846 -1.75482
N -0.31309 -0.90774 -1.76998
C -0.88999 -1.04902 -0.59334
O -0.90094 -0.13950 0.31600
C -1.60189 -2.32808 -0.32701
C -1.65570 -3.33281 -1.29016
C -2.29391 -4.52965 -1.01011
C -2.88285 -4.73198 0.23266
C -2.83263 -3.73089 1.19127
C -2.19643 -2.53068 0.91168
C -0.00156 2.59690 -2.32358
C 0.05390 3.65623 -3.21046
C 0.03476 4.94743 -2.70296
C -0.06090 5.13081 -1.33642
C -0.12175 4.01445 -0.51309
N -0.10113 2.77800 -0.99077
H -0.70593 -0.31749 -4.07771
H 0.12349 1.05500 -4.84254
H -1.53267 1.24624 -4.26615
H -1.18113 -3.16465 -2.24712
H -2.32780 -5.31074 -1.75981
H -3.37460 -5.67173 0.45337
H -3.27652 -3.88745 2.16641
H -2.13249 -1.74578 1.65091
H 0.13452 3.47015 -4.27254
H 0.10147 5.79758 -3.36961
H -0.07689 6.11880 -0.89842
H -0.17824 4.09203 0.56638
S 2.60527 1.97516 -0.62037
C 2.90412 3.02425 0.73157
C 4.05642 3.87139 0.64122
N 4.97809 4.55200 0.52756
C 2.10418 3.05981 1.82572
S 0.67619 2.07578 1.99014
C 2.39713 3.95044 2.90906
N 2.59506 4.67712 3.78014
S 1.98903 -0.64995 0.63210
C 1.15733 -1.74730 1.74554
C 1.34637 -3.11757 1.53898
C 0.81053 -4.05816 2.40661
C 0.06141 -3.65336 3.50183
C -0.13624 -2.29479 3.71427
C 0.40061 -1.35254 2.85056
H 1.91315 -3.43817 0.67314
H 0.96911 -5.11299 2.21445
H -0.36532 -4.38443 4.17783
H -0.71622 -1.95771 4.56619
H 0.24072 -0.30249 3.03852

Force components x, y, z for each atom (eV/Å):
Co -0.0052 0.1150 -0.0728
C 0.0020 -0.0028 -0.0120
C 0.0090 0.0297 -0.0077
N -0.0448 -0.0726 0.0973
N -0.0461 0.0082 0.0131
C 0.0038 0.0292 -0.0038
O 0.0293 -0.0244 0.0203
C -0.0140 -0.0047 -0.0008
C 0.0182 -0.0130 0.0100
C 0.0057 0.0012 0.0003
C -0.0027 0.0006 0.0073
C -0.0030 0.0047 -0.0083
C -0.0315 0.0165 -0.0174
C 0.0243 -0.0356 0.0144
C -0.0188 0.0028 0.0070
C -0.0022 -0.0001 -0.0161
C -0.0088 0.0018 0.0143
C -0.0600 -0.0290 0.0122
N 0.0424 0.0119 -0.1089
H 0.0073 -0.0007 0.0020
H -0.0022 0.0052 0.0009
H -0.0033 -0.0047 0.0046
H 0.0013 0.0027 0.0004
H 0.0004 -0.0012 0.0009
H 0.0003 -0.0005 -0.0010
H -0.0018 -0.0029 -0.0003
H 0.0085 0.0059 0.0105
H 0.0024 0.0027 -0.0009
H 0.0001 0.0000 0.0006
H -0.0001 0.0017 -0.0038
H 0.0064 0.0087 -0.0014
S 0.0925 0.0075 -0.0131
C -0.0117 0.0148 0.0051
C 0.0014 0.0041 -0.0097
N 0.0007 -0.0011 0.0002
C -0.0172 -0.0279 0.0142
S -0.0110 -0.0845 0.0535
C 0.0061 0.0306 -0.0159
N -0.0046 -0.0154 0.0117
S 0.0449 0.0637 0.1246
C -0.0428 -0.1177 -0.1301
C -0.0422 0.0001 -0.0214
C 0.0104 -0.0047 0.0107
C 0.0167 0.0058 -0.0043
C -0.0131 0.0053 0.0032
C 0.0481 0.0047 0.0297
H -0.0050 0.0043 -0.0050
H -0.0022 -0.0006 -0.0002
H -0.0007 0.0001 -0.0012
H -0.0026 -0.0072 -0.0001
H 0.0157 0.0619 -0.0131

Here is a molecular structure, C16H20Br3N5O10 from OMol25. Energies are from wB97M-V/def2-TZVPD.

HOMO (spin up / spin down) = -1.788 / -5.652 eV
gap between HOMO and LUMO (spin up / spin down) = 3.297 / 7.162 eV
charge = -1
spin multiplicity = 2

Element x y z (Å)
C -2.27211 24.29901 -0.05422
N -1.55742 24.69359 -1.34074
O -1.70146 24.03660 -2.35162
O -0.82724 25.66216 -1.18240
H -2.91578 23.44456 -0.26327
H -2.74778 25.21972 0.28362
H -1.58642 23.99843 0.73799
C -9.70399 26.12999 0.18021
N -10.42760 26.76747 1.29109
O -10.93747 25.93186 2.02291
O -10.29898 27.99089 1.60275
H -10.07992 25.10742 0.21360
H -8.64769 26.19001 0.44237
H -10.02556 26.54609 -0.77455
C -6.07431 25.40936 -1.64141
N -6.59344 25.41632 -3.01629
O -5.86869 24.97382 -3.87085
O -7.69061 25.85338 -3.24198
H -6.87702 25.45626 -0.90550
H -5.38273 26.25147 -1.61582
H -5.44129 24.52215 -1.62570
C -7.92504 33.68346 -1.96433
C -7.70890 32.63857 -1.04622
C -8.30970 31.42479 -1.30758
C -8.87277 31.13375 -2.52668
C -8.96520 32.15117 -3.45228
C -8.56426 33.43143 -3.09960
N -9.30431 29.72627 -2.88563
O -9.25106 28.99912 -1.93972
O -9.69397 29.49588 -4.05339
H -7.48663 34.64138 -1.72645
H -7.20749 32.79412 -0.10241
H -8.12512 30.70879 -0.52038
H -9.40605 31.99687 -4.42606
H -8.72654 34.14461 -3.89424
C -4.04374 33.66614 6.64783
C -4.53349 34.34912 5.55281
C -5.31234 33.71307 4.60689
C -5.41089 32.26530 4.60546
C -4.93556 31.55960 5.78375
C -4.16295 32.31220 6.71381
N -6.06903 31.66503 3.42137
O -6.00875 30.47044 3.27414
O -6.61949 32.43576 2.64197
H -3.38068 34.17152 7.33437
H -4.17562 35.35003 5.36171
H -5.66603 34.18343 3.70132
H -5.03907 30.48535 5.82468
H -3.88019 31.88956 7.66661
C -5.15905 28.02070 1.14509
Br -3.63556 27.98955 -0.00909
Br -5.09384 26.55994 2.56271
Br -6.77787 28.12747 0.16880
H -5.08928 28.96488 1.68523

Force components x, y, z for each atom (eV/Å):
C -0.2333 -0.2020 -0.4228
N 0.6423 -0.1140 1.4951
O -0.0427 0.4513 0.4482
O -0.3159 -0.4066 -0.8065
H -0.2207 0.4205 -0.0888
H -0.3521 -0.2988 -0.0954
H 0.4892 0.1719 -0.4914
C -0.6697 -0.2675 -0.7465
N 0.8239 1.9516 2.6403
O -0.6605 0.7932 0.0999
O -0.5133 -3.2393 -1.6422
H 0.4185 0.0687 -0.0564
H -0.1797 0.1708 -0.4268
H 0.6404 0.4629 0.0966
C 0.8433 -0.3354 -0.1618
N -0.3795 -0.1564 -0.3210
O 0.8626 -0.3543 -0.5250
O -0.9732 0.4854 0.3516
H 0.3181 0.0025 -0.2972
H -0.2893 0.1346 0.3430
H -0.2829 -0.0804 0.4548
C 1.9269 0.0888 2.8672
C -1.1532 0.8273 -0.6220
C 1.3980 -0.8767 1.3863
C -0.1236 0.1931 -1.3431
C -0.7351 -0.4614 -0.1104
C -1.0865 -0.4940 -3.0580
N -0.2470 2.4581 -1.3605
O -0.3541 -1.8697 -0.0173
O 0.7993 0.0354 2.5160
H -0.1700 0.2421 -0.1458
H 0.0847 -0.0231 0.0906
H -0.4557 -0.4906 -0.2159
H 0.0114 -0.2325 0.0033
H 0.1363 0.5316 0.2501
C 1.1691 0.7443 -0.2356
C -0.4139 0.1291 -0.9335
C 0.7056 -1.5681 -0.4801
C -1.0123 0.3915 -0.0893
C 0.7315 1.3397 -1.3781
C -2.1681 -1.7452 0.1591
N 2.4096 3.6002 4.9641
O 0.2409 -4.8654 -0.7163
O -1.3253 1.6681 -2.2646
H -0.0908 0.1117 0.2572
H -0.4616 0.4049 0.1581
H -0.0352 0.2450 0.1316
H 0.0070 -0.0133 0.1380
H 0.3700 -0.6558 -0.1177
C 0.2382 0.1063 1.2278
Br 0.2701 -0.3023 -0.1199
Br -0.1392 0.9725 -1.2749
Br -0.3215 0.0461 0.0961
H -0.1306 -0.1965 0.3900

Table of strongest force on any atom (Eh/bohr), in record order: 0.0035; 0.1281